A structure of composition C26H30N7O2S2SiTl, computed with the ωB97M-V functional and the def2-TZVPD basis.

```
! wB97M-V def2-TZVPD RIJCOSX def2/J DEFGRID3
* xyz -2 1
Tl -0.154 -0.357 -0.058
O -4.343 -1.055 1.901
C -3.157 -0.824 1.580
N -2.551 -0.979 0.417
C -3.237 -1.357 -0.736
C -4.550 -0.978 -1.021
C -5.155 -1.330 -2.219
C -4.456 -2.078 -3.155
C -3.150 -2.465 -2.894
C -2.513 -2.105 -1.704
N -1.178 -2.372 -1.425
C -0.603 -3.492 -1.831
O -1.108 -4.476 -2.414
C 0.886 -3.599 -1.528
C 1.614 -4.563 -2.233
C 2.972 -4.688 -2.021
C 3.576 -3.858 -1.082
C 2.776 -2.946 -0.416
N 1.471 -2.814 -0.627
C -2.246 -0.295 2.670
C -2.839 0.281 3.797
C -2.047 0.855 4.766
C -0.665 0.801 4.609
C -0.164 0.173 3.485
N -0.924 -0.364 2.534
H -5.089 -0.398 -0.287
H -6.173 -1.008 -2.418
H -4.925 -2.350 -4.096
H -2.589 -3.046 -3.613
H 1.075 -5.186 -2.934
H 3.559 -5.404 -2.585
H 4.638 -3.916 -0.882
H 3.207 -2.273 0.321
H -3.918 0.277 3.859
H -2.490 1.350 5.623
H -0.001 1.249 5.336
H 0.909 0.105 3.330
C 5.599 1.855 -1.844
Si 4.860 2.095 -0.114
C 5.310 0.546 0.901
C 5.662 3.634 0.653
C 2.993 2.242 -0.144
H 6.685 1.977 -1.840
H 5.181 2.579 -2.544
H 5.370 0.857 -2.225
H 6.368 0.499 1.173
H 5.074 -0.354 0.329
H 4.724 0.504 1.822
H 6.715 3.733 0.379
H 5.590 3.627 1.744
H 5.132 4.517 0.293
H 2.579 2.244 0.868
H 2.547 1.401 -0.681
S 2.494 3.799 -0.979
C -5.720 2.398 1.259
C -4.695 3.509 1.500
C -3.383 3.248 0.828
N -2.491 2.419 1.223
N -1.379 2.342 0.454
C -1.382 3.156 -0.570
N -0.404 3.310 -1.461
S -2.908 4.108 -0.637
H -6.645 2.615 1.800
H -5.342 1.431 1.589
H -5.954 2.324 0.196
H -4.514 3.619 2.573
H -5.090 4.456 1.125
H 0.690 3.345 -1.159
H -0.558 4.035 -2.144
*
```

Calculated values
Gap between HOMO and LUMO in eV: 5.77
Max |F| in Eh/bohr: 0.0204

Atomic partial charges in e from the Löwdin method, atoms 1 to 2: Tl 0.81; O -0.05


A structure of composition C26H31As2N3O4S6Tl, computed with the ωB97M-V functional and the def2-TZVPD basis.

```
! wB97M-V def2-TZVPD RIJCOSX def2/J DEFGRID3
* xyz -1 1
Tl -1.033 0.115 0.961
C 5.576 -5.689 2.175
C 4.611 -4.535 2.190
C 3.311 -4.681 1.713
C 2.415 -3.624 1.742
C 2.818 -2.401 2.256
C 4.110 -2.230 2.725
C 4.997 -3.295 2.693
S 1.661 -1.045 2.333
O 0.685 -1.347 3.362
O 2.474 0.139 2.500
N 0.873 -1.151 0.943
C 1.652 -0.874 -0.256
C 0.831 -0.307 -1.416
O 1.301 -0.355 -2.543
O -0.290 0.258 -1.119
H 5.215 -6.497 1.539
H 5.716 -6.093 3.181
H 6.556 -5.380 1.808
H 2.998 -5.635 1.303
H 1.408 -3.741 1.359
H 4.411 -1.260 3.099
H 6.010 -3.158 3.056
H 2.134 -1.783 -0.630
H 2.444 -0.138 -0.066
S -0.960 1.903 2.758
S -2.540 1.172 3.871
S -4.013 0.945 2.448
S -3.367 -0.692 1.359
C -4.202 3.211 -0.539
As -2.364 2.561 -0.782
C -2.497 2.102 -2.683
C -1.423 4.278 -0.997
C -2.080 5.359 -1.583
C -1.452 6.582 -1.758
C -0.136 6.737 -1.346
C 0.529 5.667 -0.770
C -0.095 4.433 -0.585
As 0.919 2.942 0.221
C 1.988 3.947 1.524
C 2.284 2.802 -1.183
H -4.584 3.743 -1.411
H -4.248 3.854 0.339
H -4.822 2.334 -0.354
H -2.843 2.949 -3.276
H -3.207 1.278 -2.778
H -1.522 1.764 -3.029
H -3.107 5.247 -1.912
H -1.987 7.407 -2.213
H 0.370 7.687 -1.474
H 1.558 5.797 -0.459
H 2.687 4.642 1.059
H 2.543 3.211 2.106
H 1.319 4.487 2.194
H 2.667 3.785 -1.462
H 1.863 2.303 -2.054
H 3.101 2.192 -0.794
N -1.081 -3.598 1.913
C -1.736 -3.530 0.724
N -1.586 -2.595 -0.149
C -2.375 -2.820 -1.263
C -2.436 -1.981 -2.374
C -3.288 -2.315 -3.411
C -4.075 -3.468 -3.359
C -4.018 -4.313 -2.263
C -3.164 -3.978 -1.224
S -2.864 -4.814 0.278
H -0.569 -2.767 2.199
H -1.553 -4.065 2.669
H -1.811 -1.096 -2.401
H -3.344 -1.671 -4.280
H -4.736 -3.706 -4.183
H -4.626 -5.208 -2.221
*
```

Calculated values
Gap between HOMO and LUMO in eV: 7.47
ΔE to the lowest compared entry with this formula, charge and spin in kJ/mol: 0.00
Max |F| in Eh/bohr: 0.0129

Atomic partial charges in e from the Löwdin method, atoms 1 to 2: Tl 0.31; C -0.06


A structure of composition C26H31AsO5Rh, computed with the ωB97M-V functional and the def2-TZVPD basis.

```
! wB97M-V def2-TZVPD RIJCOSX def2/J DEFGRID3
* xyz 3 5
Rh -1.038 -0.654 -0.753
C -2.051 -2.812 -2.730
C -1.305 -3.556 -1.651
O -1.289 -2.795 -0.422
C -2.257 -3.086 0.616
C -3.379 -2.079 0.599
O -2.806 -0.759 0.710
C -3.786 0.297 0.525
C -3.378 1.177 -0.647
O -2.918 0.246 -1.635
C -2.535 0.687 -2.939
C -2.254 -0.603 -3.690
O -1.480 -1.489 -2.836
H -3.113 -2.718 -2.489
H -1.948 -3.335 -3.683
H -0.260 -3.688 -1.924
H -1.753 -4.534 -1.478
H -1.708 -3.039 1.555
H -2.647 -4.095 0.485
H -4.048 -2.260 1.442
H -3.954 -2.137 -0.330
H -3.852 0.874 1.446
H -4.755 -0.162 0.329
H -2.570 1.865 -0.389
H -4.236 1.741 -1.017
H -1.656 1.335 -2.866
H -3.344 1.238 -3.422
H -1.697 -0.421 -4.608
H -3.193 -1.095 -3.937
O -0.243 1.219 -0.100
As 1.256 1.047 0.665
C 1.949 -0.635 0.111
C 1.949 -0.924 -1.261
C 2.359 -2.178 -1.690
C 2.754 -3.132 -0.756
C 2.737 -2.844 0.603
C 2.331 -1.593 1.047
C 1.133 1.240 2.539
C -0.131 1.263 3.123
C -0.226 1.390 4.501
C 0.925 1.491 5.271
C 2.184 1.468 4.677
C 2.296 1.345 3.302
C 2.391 2.470 -0.024
C 1.884 3.795 -0.068
C 2.684 4.893 -0.507
C 3.976 4.679 -0.897
C 4.487 3.365 -0.856
C 3.680 2.257 -0.416
H 1.673 -0.167 -1.991
H 2.389 -2.405 -2.748
H 3.087 -4.105 -1.093
H 3.045 -3.594 1.319
H 2.311 -1.371 2.107
H -1.021 1.187 2.511
H -1.198 1.414 4.974
H 0.844 1.592 6.345
H 3.073 1.549 5.286
H 3.279 1.329 2.843
H 0.860 3.985 0.235
H 2.251 5.885 -0.521
H 4.608 5.491 -1.229
H 5.511 3.179 -1.157
H 4.125 1.268 -0.407
*
```

Calculated values
Gap between HOMO and LUMO (spin up / spin down) in eV: 8.22 / 4.40
Max |F| in Eh/bohr: 0.0025
Expectation value of S²: 6.025

Atomic partial charges in e from the Löwdin method, atoms 1 to 2: Rh 1.29; C -0.13


A cluster of 23 separate species, C26H31Br3Cl66O2Si in total, computed with the ωB97M-V functional and the def2-TZVPD basis.

```
! wB97M-V def2-TZVPD RIJCOSX def2/J DEFGRID3
* xyz 0 1
C 2.262 -6.420 -4.053
C 0.695 -6.428 -3.568
Br 0.373 -7.799 -2.094
C 0.136 -4.927 -3.114
Br 0.345 -3.588 -4.626
Si 0.833 -4.309 -1.429
Br -0.539 -2.678 -0.519
C 2.695 -3.702 -1.526
O 2.721 -2.568 -2.464
O 3.909 -2.358 -2.957
H 2.719 -5.350 -4.231
H 2.906 -6.975 -3.218
H 2.362 -7.035 -5.066
H 0.046 -6.831 -4.484
H -1.041 -5.074 -2.979
H 0.843 -5.399 -0.424
H 3.008 -3.432 -0.431
H 3.306 -4.641 -1.865
H 4.442 -3.202 -3.045
C 6.144 -1.570 -0.712
Cl 6.657 -3.197 -0.233
Cl 5.703 -0.613 0.713
Cl 7.423 -0.760 -1.633
H 5.263 -1.661 -1.352
C -1.810 1.001 0.875
Cl -2.667 2.130 -0.188
Cl -1.087 1.863 2.244
Cl -2.906 -0.268 1.447
H -1.007 0.530 0.302
C -2.336 5.925 0.741
Cl -0.708 6.549 0.423
Cl -2.839 6.314 2.395
Cl -3.493 6.579 -0.431
H -2.315 4.838 0.634
C -4.997 1.701 -3.933
Cl -3.443 1.177 -4.603
Cl -5.853 0.332 -3.204
Cl -4.758 2.990 -2.742
H -5.609 2.095 -4.749
C -4.218 -3.498 -0.421
Cl -4.617 -3.929 -2.093
Cl -5.695 -3.255 0.528
Cl -3.203 -4.748 0.318
H -3.657 -2.560 -0.431
C -1.360 3.910 -7.154
Cl -1.758 3.479 -8.826
Cl -2.836 4.153 -6.205
Cl -0.344 2.660 -6.415
H -0.798 4.848 -7.164
C 7.046 1.071 4.070
Cl 5.390 1.032 3.442
Cl 7.178 2.230 5.404
Cl 7.550 -0.544 4.597
H 7.712 1.394 3.266
C -0.745 -6.240 3.241
Cl 1.022 -6.186 3.114
Cl -1.381 -4.659 3.727
Cl -1.463 -6.755 1.705
H -1.013 -6.970 4.009
C -2.692 -5.683 -7.156
Cl -2.179 -7.310 -6.678
Cl -3.133 -4.726 -5.732
Cl -1.413 -4.873 -8.078
H -3.573 -5.774 -7.796
C -5.145 -1.647 -6.649
Cl -6.537 -1.201 -5.647
Cl -5.557 -2.997 -7.719
Cl -4.586 -0.254 -7.591
H -4.334 -1.965 -5.989
C 3.736 -3.573 4.445
Cl 2.497 -2.906 5.521
Cl 3.155 -3.605 2.771
Cl 5.235 -2.635 4.564
H 3.947 -4.599 4.756
C -6.159 5.492 3.705
Cl -7.476 6.268 4.600
Cl -5.264 4.380 4.755
Cl -6.790 4.637 2.287
H -5.472 6.269 3.361
C 0.204 -1.552 8.692
Cl -0.195 -1.983 7.020
Cl -1.273 -1.308 9.641
Cl 1.219 -2.802 9.431
H 0.765 -0.614 8.682
C 1.504 1.699 5.849
Cl 3.132 2.323 5.531
Cl 1.001 2.087 7.503
Cl 0.347 2.353 4.678
H 1.525 0.611 5.742
C -0.517 5.857 6.688
Cl -1.756 6.524 7.764
Cl -1.099 5.824 5.015
Cl 0.982 6.795 6.807
H -0.306 4.830 6.999
C 4.112 -9.923 -1.452
Cl 5.878 -9.870 -1.579
Cl 3.475 -8.343 -0.967
Cl 3.393 -10.438 -2.988
H 3.843 -10.653 -0.685
C -6.648 2.279 -10.405
Cl -6.546 1.606 -12.041
Cl -7.057 1.013 -9.236
Cl -5.124 3.067 -9.961
H -7.441 3.031 -10.391
C -3.065 8.990 -3.934
Cl -3.195 7.744 -5.187
Cl -2.068 8.416 -2.587
Cl -2.397 10.485 -4.609
H -4.068 9.202 -3.554
C 10.935 2.264 1.996
Cl 9.762 1.305 2.915
Cl 10.174 2.967 0.559
Cl 11.634 3.534 3.015
H 11.741 1.602 1.669
C 1.508 8.838 3.834
Cl 3.274 8.891 3.707
Cl 0.871 10.418 4.320
Cl 0.789 8.323 2.298
H 1.240 8.107 4.602
C 9.237 -4.617 4.543
Cl 8.064 -5.576 5.461
Cl 8.476 -3.914 3.106
Cl 9.936 -3.347 5.561
H 10.043 -5.280 4.216
C -10.866 7.419 3.547
Cl -12.258 7.865 4.549
Cl -11.277 6.069 2.477
Cl -10.306 8.812 2.605
H -10.055 7.101 4.207
*
```

Calculated values
Gap between HOMO and LUMO in eV: 9.71
Max |F| in Eh/bohr: 0.1249

Atomic partial charges in e from the Löwdin method, atoms 1 to 2: C -0.17; C -0.71


A structure of composition C26H31BrN3O4Re, computed with the ωB97M-V functional and the def2-TZVPD basis.

```
! wB97M-V def2-TZVPD RIJCOSX def2/J DEFGRID3
* xyz 3 4
Re -0.085 -1.572 -0.240
O -1.046 3.247 -2.686
C -2.145 2.543 -2.906
C -3.163 3.179 -3.654
C -4.332 2.512 -3.903
C -4.512 1.206 -3.421
C -3.499 0.564 -2.692
C -2.317 1.211 -2.429
C -1.172 0.553 -1.713
O -1.380 -0.824 -1.457
N -0.909 1.261 -0.445
N -0.391 0.328 0.479
C -0.483 0.646 1.743
C -0.616 -0.352 2.739
Br -1.347 -1.999 1.977
C -0.589 -0.231 4.095
C -0.048 0.858 4.845
C -0.491 1.007 6.175
C -0.068 2.079 6.932
C 0.826 2.996 6.389
C 1.312 2.838 5.090
C 0.885 1.778 4.323
H -0.423 2.814 -2.079
H -2.987 4.189 -4.000
H -5.120 2.990 -4.468
H -5.439 0.684 -3.619
H -3.639 -0.452 -2.349
H -0.276 0.647 -2.330
H -1.786 1.616 -0.069
H -0.619 1.689 2.024
H -1.050 -1.026 4.674
H -1.185 0.287 6.592
H -0.422 2.200 7.947
H 1.171 3.827 6.990
H 2.043 3.534 4.702
H 1.323 1.620 3.344
C -1.182 -4.126 -1.722
O -0.020 -3.602 -1.006
C 0.528 -4.553 -0.059
C 1.798 -3.954 0.484
O 1.499 -2.588 0.872
C 2.495 -1.989 1.742
H -0.865 -4.994 -2.295
H -1.528 -3.335 -2.381
H -1.957 -4.398 -1.006
H 0.740 -5.489 -0.578
H -0.209 -4.732 0.727
H 2.599 -3.945 -0.258
H 2.134 -4.508 1.361
H 2.522 -2.540 2.680
H 2.188 -0.961 1.919
H 3.471 -2.017 1.258
N 1.463 -1.387 -1.773
C 1.861 -0.097 -2.350
C 2.330 0.899 -1.509
C 2.666 2.132 -2.052
C 2.523 2.356 -3.417
C 2.063 1.342 -4.246
C 1.732 0.102 -3.714
H 1.197 -2.009 -2.538
H 2.297 -1.815 -1.370
H 2.439 0.720 -0.445
H 3.051 2.915 -1.412
H 2.789 3.317 -3.836
H 1.974 1.507 -5.311
H 1.381 -0.694 -4.362
*
```

Calculated values
Gap between HOMO and LUMO (spin up / spin down) in eV: 6.98 / 4.30
ΔE to the lowest compared entry with this formula, charge and spin in kJ/mol: 38.97
Max |F| in Eh/bohr: 0.0225
Expectation value of S²: 3.785

Atomic partial charges in e from the Löwdin method, atoms 1 to 2: Re 1.34; O 0.21


A cluster of 4 separate species, C26H31ClN3O17P2 in total, computed with the ωB97M-V functional and the def2-TZVPD basis.

```
! wB97M-V def2-TZVPD RIJCOSX def2/J DEFGRID3
* xyz 1 1
N 1.584 2.746 5.253
C 2.235 2.647 3.988
O 2.714 3.598 3.414
C 2.217 1.274 3.339
C 1.588 1.293 1.941
C 0.105 1.698 1.874
Cl -0.602 1.009 0.383
N 0.058 3.195 1.641
C -1.288 3.835 1.729
C -2.098 3.376 2.932
N -3.420 3.987 2.790
C -2.168 1.841 3.003
P -3.241 1.212 4.351
O -3.985 0.041 3.897
O -2.178 1.050 5.521
O -4.135 2.401 4.936
C -0.718 1.279 3.092
P -0.646 -0.593 3.265
O -0.076 -1.050 4.547
H 2.255 2.661 6.014
H 1.225 3.697 5.326
H 1.760 0.539 4.001
H 3.260 0.979 3.198
H 2.162 1.966 1.297
H 1.679 0.297 1.515
H 0.412 3.342 0.694
H 0.725 3.713 2.233
H -1.826 3.660 0.798
H -1.102 4.905 1.819
H -1.587 3.732 3.838
H -3.394 4.802 2.188
H -3.744 4.325 3.687
H -2.645 1.478 2.089
H -2.549 1.137 6.410
H -4.872 2.583 4.334
H -0.260 1.683 4.001
H -1.964 -0.959 2.965
H 0.092 -0.975 2.135
C -2.103 -3.713 -2.739
C -1.403 -2.708 -2.201
C -0.499 -2.899 -1.004
O 0.084 -1.899 -0.598
C -0.381 -4.205 -0.413
C -1.081 -5.219 -0.949
C -1.983 -5.033 -2.157
O -2.553 -6.028 -2.561
O -1.059 -6.453 -0.492
O -1.420 -1.459 -2.654
H -2.746 -3.589 -3.598
H 0.262 -4.332 0.447
H -1.660 -6.973 -1.064
H -0.785 -0.974 -2.093
C -0.328 -7.655 -8.064
C -0.579 -6.508 -7.416
C -0.764 -6.446 -5.913
O -0.970 -5.339 -5.440
C -0.691 -7.665 -5.147
C -0.444 -8.816 -5.793
C -0.237 -8.877 -7.296
O -0.005 -9.978 -7.760
O -0.355 -9.992 -5.203
O -0.684 -5.330 -8.008
H -0.192 -7.706 -9.135
H -0.847 -7.615 -4.079
H -0.167 -10.639 -5.914
H -0.862 -4.686 -7.293
C 3.105 6.790 -1.619
C 2.180 6.448 -0.714
C 2.519 5.651 0.526
O 1.578 5.381 1.281
C 3.867 5.245 0.766
C 4.808 5.590 -0.137
C 4.480 6.391 -1.388
O 5.413 6.647 -2.119
O 6.074 5.274 -0.028
O 0.896 6.771 -0.816
H 2.873 7.358 -2.508
H 4.085 4.679 1.661
H 6.533 5.651 -0.808
H 0.468 6.456 0.000
*
```

Calculated values
Gap between HOMO and LUMO in eV: 6.69
Max |F| in Eh/bohr: 0.0136

Atomic partial charges in e from the Löwdin method, atoms 1 to 2: N 0.13; C -0.48


Which formula does entry 5 have?
C26H31BrN3O4Re